DFT (the ωB97M-V functional and the def2-TZVPD basis) results for a single C5H8O2 molecule in a non-equilibrium geometry.

The value obtained for the frontier orbital gap is 10.81 eV. The spin multiplicity is 1. The SMILES is C=C(C)COC=O.

Atoms and positions in Å:
C  1.76  -1.30  0.25
C  1.04  -0.21  0.07
C  1.56  1.15  -0.14
C  -0.52  -0.43  -0.17
O  -1.56  0.46  0.47
C  -2.94  0.39  0.26
O  -3.51  -0.43  -0.38
H  2.89  -1.31  0.24
H  1.43  -2.33  0.29
H  2.68  1.30  -0.24
H  1.10  1.68  0.63
H  1.23  1.70  -0.94
H  -0.80  -0.49  -1.28
H  -0.89  -1.36  0.08
H  -3.49  1.18  0.85